147
Properties=species:S:1:pos:R:3:forces:R:3:mulliken_charge:R:1 method="wB97M-V/def2-TZVPD" charge=0 homo_ev=-9.995 energy_ha=-2408.36068 lumo_energy_ev=0.02 e_above_lowest_ev=3.679 max_force_ev_per_a=2.43
C -1.814 -23.178 -15.563 -0.2 0.8 -0.2 -1.113
C -2.324 -21.702 -15.614 0.8 -1.1 0.3 -0.069
O -3.262 -21.567 -14.575 -0.6 -0.1 0.5 -0.491
H -2.581 -23.879 -15.894 0.0 0.1 -0.3 0.277
H -1.547 -23.508 -14.559 -0.1 0.5 0.2 0.311
H -0.902 -23.273 -16.153 -0.2 -0.1 -0.3 0.348
H -2.748 -21.445 -16.585 -0.2 -0.2 -0.2 0.244
H -1.490 -21.015 -15.474 0.2 0.0 0.2 0.217
H -3.431 -20.647 -14.360 0.1 0.2 -0.2 0.279
C -6.520 -19.058 -18.786 0.3 0.1 -0.9 -0.820
C -6.542 -19.184 -20.329 0.9 0.9 1.7 -0.276
O -7.535 -20.076 -20.702 -0.5 -0.8 -0.8 -0.518
H -7.478 -18.656 -18.456 0.2 0.0 0.3 0.264
H -5.685 -18.413 -18.515 -0.2 0.3 0.2 0.255
H -6.322 -20.018 -18.311 -0.2 -0.1 -0.1 0.282
H -5.542 -19.474 -20.648 -0.1 -0.8 -0.2 0.235
H -6.613 -18.186 -20.763 -0.6 0.2 -0.1 0.265
H -8.320 -19.635 -21.035 0.2 0.2 0.1 0.315
C -3.569 -10.915 -18.759 0.2 0.6 0.5 -0.954
C -4.980 -11.066 -19.319 0.8 0.2 0.2 -0.321
O -5.341 -12.405 -19.088 -0.7 -0.9 -0.7 -0.467
H -3.330 -9.880 -18.516 0.1 0.1 -0.1 0.345
H -2.754 -11.328 -19.354 -0.3 0.1 -0.5 0.276
H -3.485 -11.476 -17.828 -0.4 0.1 0.2 0.261
H -5.044 -10.851 -20.386 0.2 0.2 -0.1 0.368
H -5.728 -10.432 -18.843 0.3 0.2 0.3 0.207
H -5.411 -12.762 -19.976 -0.2 -0.6 0.3 0.286
C -8.015 -14.825 -13.931 -0.2 -0.4 0.1 -1.327
C -7.579 -13.988 -15.134 0.2 0.5 2.0 0.590
C -6.864 -12.710 -14.681 0.2 0.1 -0.1 -1.162
O -6.678 -14.788 -15.844 0.1 -0.2 -0.8 -0.446
H -7.207 -15.068 -13.241 0.4 0.5 -0.1 0.269
H -8.340 -15.819 -14.240 -0.3 0.1 -0.3 0.332
H -8.814 -14.378 -13.338 0.0 0.2 -0.2 0.396
H -8.449 -13.687 -15.717 -0.2 -0.3 -0.3 0.192
H -5.956 -12.943 -14.125 -0.2 -0.3 0.4 0.248
H -7.514 -12.057 -14.098 0.0 0.0 0.1 0.354
H -6.468 -12.134 -15.517 -0.4 0.1 -0.4 0.296
H -6.483 -14.274 -16.631 0.4 -0.2 -0.4 0.257
C -2.426 -14.202 -5.236 0.2 -0.4 1.3 -1.249
C -2.376 -12.750 -5.650 0.0 -0.6 -1.7 0.438
C -3.284 -12.627 -6.897 0.5 0.5 0.1 -1.194
O -2.718 -11.811 -4.656 0.2 -0.2 0.2 -0.528
H -3.372 -14.330 -4.710 -0.1 -0.5 0.1 0.297
H -1.603 -14.465 -4.572 -0.1 0.2 0.4 0.313
H -2.333 -14.950 -6.024 -0.3 0.4 -0.4 0.352
H -1.337 -12.536 -5.900 0.0 0.3 -0.2 0.238
H -3.040 -11.729 -7.465 -0.2 0.1 0.0 0.277
H -4.330 -12.578 -6.593 -0.1 0.0 0.1 0.387
H -3.189 -13.489 -7.557 0.1 0.0 0.0 0.323
H -3.656 -11.891 -4.468 -0.2 0.0 0.1 0.345
C 2.643 -16.891 -6.524 0.2 -1.2 1.6 -1.286
C 2.911 -17.207 -7.956 -1.9 0.5 -0.7 0.688
C 1.647 -17.657 -8.704 0.1 -0.7 0.4 -1.329
O 3.336 -16.000 -8.519 1.8 1.0 -0.7 -0.541
H 3.547 -16.559 -6.013 0.1 0.6 -0.3 0.346
H 2.465 -17.807 -5.961 -0.6 -0.3 0.0 0.381
H 1.815 -16.205 -6.346 0.1 0.1 -0.2 0.241
H 3.676 -17.981 -8.016 0.3 0.2 -0.3 0.203
H 0.827 -16.966 -8.512 0.0 0.1 0.0 0.304
H 1.339 -18.649 -8.374 -0.1 0.0 0.2 0.406
H 1.779 -17.758 -9.781 0.3 0.3 0.0 0.291
H 2.709 -15.523 -9.067 -0.4 -0.5 0.0 0.295
C 1.228 -11.497 -9.231 -1.5 -0.5 0.2 -1.358
C 0.389 -12.392 -10.189 1.6 1.8 -0.5 0.548
C -0.341 -11.571 -11.245 -0.7 0.5 0.4 -1.252
O 1.317 -13.217 -10.849 0.0 -1.9 -0.1 -0.487
H 1.748 -12.138 -8.519 0.1 0.1 -0.1 0.328
H 0.501 -10.908 -8.673 0.3 0.4 0.2 0.363
H 1.930 -10.838 -9.741 -0.1 -0.1 -0.2 0.414
H -0.320 -12.974 -9.601 0.2 -0.3 -0.1 0.175
H 0.289 -11.210 -12.059 0.4 -0.1 0.2 0.327
H -0.739 -10.686 -10.750 -0.3 0.1 -0.1 0.360
H -1.168 -12.099 -11.720 0.0 -0.2 0.1 0.266
H 2.013 -12.684 -11.238 -0.1 0.2 0.0 0.316
C -9.852 -16.429 -6.750 0.8 1.0 -0.6 -1.262
C -9.228 -15.147 -7.377 -0.3 -0.3 -0.3 0.456
C -7.946 -15.463 -8.159 0.0 -0.5 0.7 -1.070
O -10.185 -14.543 -8.237 -0.5 -0.2 -0.1 -0.558
H -9.074 -16.893 -6.144 -0.1 -0.2 0.1 0.348
H -10.091 -17.092 -7.581 -0.1 -0.1 0.1 0.305
H -10.733 -16.244 -6.136 0.1 0.1 -0.1 0.337
H -8.984 -14.393 -6.628 0.1 -0.2 0.5 0.241
H -7.143 -15.428 -7.423 0.4 -0.1 -0.3 0.303
H -7.737 -14.784 -8.986 -0.1 0.3 0.2 0.370
H -7.975 -16.466 -8.583 -0.1 -0.1 0.0 0.218
H -9.792 -13.720 -8.537 -0.1 0.1 -0.1 0.311
C -2.035 -15.663 -14.393 0.7 -1.6 -0.2 -1.356
C -2.646 -16.792 -13.503 -0.8 1.1 -0.9 0.682
C -2.918 -16.327 -12.101 -0.4 -0.1 0.5 -1.382
O -3.838 -17.346 -14.112 0.8 -0.2 0.3 -0.433
H -1.085 -15.370 -13.947 -0.2 0.6 0.2 0.406
H -2.661 -14.827 -14.705 -0.2 0.0 0.7 0.327
H -1.705 -16.108 -15.331 -0.2 -0.2 -0.2 0.345
H -1.917 -17.594 -13.389 -0.1 -0.2 -0.5 0.222
H -1.950 -16.178 -11.623 -0.1 0.3 0.3 0.363
H -3.473 -17.091 -11.557 0.2 -0.3 0.0 0.343
H -3.562 -15.451 -12.024 0.3 0.3 -0.2 0.253
H -4.345 -16.631 -14.504 -0.1 0.2 0.0 0.219
C -2.232 -16.388 -21.319 0.3 -0.4 -0.2 -1.355
C -0.943 -16.642 -20.527 -1.5 -0.4 0.4 0.624
C -1.065 -17.929 -19.693 -0.7 1.6 0.5 -1.107
O 0.083 -16.858 -21.414 1.5 0.0 -1.8 -0.553
H -3.142 -16.241 -20.736 0.3 0.0 0.4 0.342
H -2.392 -17.292 -21.906 -0.1 0.1 -0.3 0.335
H -2.135 -15.530 -21.984 0.1 -0.1 -0.1 0.330
H -0.684 -15.727 -19.994 -0.3 -0.1 0.9 0.120
H -0.157 -18.049 -19.102 0.0 -0.3 0.1 0.382
H -1.271 -18.790 -20.329 0.2 0.1 0.0 0.311
H -1.912 -17.751 -19.030 0.0 -0.5 0.4 0.250
H 0.839 -17.104 -20.877 0.3 -0.1 -0.2 0.323
C 3.023 -18.305 -14.748 -0.4 0.5 -0.4 -1.335
C 4.456 -17.760 -14.591 -1.9 -0.2 -0.5 0.632
C 4.996 -18.205 -13.300 0.7 -1.1 1.0 -1.181
O 5.246 -18.193 -15.699 -0.3 0.4 0.3 -0.550
H 2.915 -19.389 -14.712 0.4 0.0 0.1 0.352
H 2.534 -17.964 -15.661 0.4 -0.1 -0.4 0.300
H 2.363 -17.877 -13.994 0.2 -0.1 0.4 0.352
H 4.323 -16.681 -14.510 0.4 0.4 -0.7 0.171
H 4.356 -17.916 -12.466 0.2 0.4 0.0 0.265
H 6.024 -17.869 -13.163 0.0 0.1 0.3 0.331
H 4.992 -19.294 -13.279 0.2 -0.2 0.0 0.329
H 6.045 -17.660 -15.692 0.2 0.0 -0.1 0.335
C 1.593 -10.864 -19.190 0.2 -0.4 -0.2 -1.318
C 1.644 -11.235 -17.708 0.1 -1.8 -1.1 0.630
C 2.070 -12.737 -17.452 -0.3 1.0 -0.1 -1.153
O 2.575 -10.468 -17.026 0.7 0.8 0.7 -0.550
H 1.230 -9.850 -19.360 -0.4 0.0 0.1 0.364
H 0.984 -11.605 -19.708 -0.3 0.3 -0.2 0.293
H 2.567 -10.875 -19.679 0.3 -0.3 0.3 0.352
H 0.655 -11.032 -17.296 -0.3 -0.4 0.1 0.180
H 3.138 -12.894 -17.603 0.2 0.5 0.2 0.347
H 1.649 -13.495 -18.114 -0.7 0.3 0.0 0.270
H 1.823 -12.951 -16.412 0.1 -0.3 -0.1 0.270
H 2.259 -9.562 -17.062 0.2 0.2 0.1 0.316
C -8.304 -20.840 -13.075 0.1 0.3 -1.0 -1.229
C -7.535 -20.919 -11.763 -0.8 -1.1 0.1 0.578
C -8.581 -20.991 -10.636 1.0 0.4 0.1 -1.317
O -6.720 -22.097 -11.702 -0.3 0.1 0.1 -0.559
H -8.865 -19.908 -13.131 -0.1 0.0 0.1 0.319
H -8.982 -21.669 -13.277 -0.2 -0.1 0.8 0.343
H -7.709 -20.877 -13.988 0.7 0.3 0.1 0.344
H -6.861 -20.075 -11.616 -0.2 0.4 -0.1 0.191
H -9.019 -19.997 -10.547 -0.3 -0.1 0.0 0.360
H -8.099 -21.205 -9.682 0.0 -0.1 0.0 0.335
H -9.343 -21.748 -10.823 0.1 0.1 -0.1 0.340
H -6.065 -22.013 -12.398 0.2 -0.1 -0.1 0.295